{"formula": "C3H2O2Tl", "method": "the ωB97M-V functional and the def2-TZVPD basis", "species": ["O", "C", "C", "O", "C", "Tl", "H", "H"], "xyz": [[0.288, 1.634, 0.041], [-0.751, 0.830, 0.076], [-0.657, -0.489, -0.237], [0.716, -0.830, -0.275], [1.391, -1.694, 0.469], [2.145, 0.594, -0.126], [-1.732, 1.236, 0.362], [-1.400, -1.281, -0.310]], "lowdin_charge": [-0.219, -0.200, -0.060, -0.423, 0.380, 1.207, 0.167, 0.148], "lumo_ev": [-7.238, -8.472], "relative_energy_kj_mol": 666.75, "total_charge": 1, "largest_force_ev_per_a": 8.076, "energy_ev": -11916.3773}



{"formula": "C3H2O3", "method": "the ωB97M-V functional and the def2-TZVPD basis", "species": ["C", "C", "O", "H", "H", "O", "C", "O"], "xyz": [[1.748, 0.470, -0.789], [0.852, -0.345, -0.345], [0.665, 0.806, 0.415], [2.606, 0.969, -1.076], [0.540, -1.394, -0.266], [-2.433, -0.080, -0.435], [-2.127, -0.136, 0.689], [-1.852, -0.290, 1.806]], "lowdin_charge": [0.118, -0.175, -0.106, 0.066, 0.127, 0.193, -0.429, 0.205], "lumo_ev": 0.709, "relative_energy_kj_mol": 342.62, "total_charge": 0, "largest_force_ev_per_a": 3.427, "energy_ev": -9281.9754}



{"formula": "C3H2O3", "method": "the ωB97M-V functional and the def2-TZVPD basis", "species": ["O", "C", "C", "O", "C", "O", "H", "H"], "xyz": [[1.603, -1.123, -2.184], [1.628, -0.563, -1.199], [-1.321, -0.425, 0.351], [-1.897, -1.416, 0.114], [-0.660, 0.697, 0.590], [0.502, 0.684, 1.339], [1.234, 0.508, 0.727], [-1.089, 1.639, 0.261]], "lowdin_charge": [0.081, 0.062, -0.159, 0.169, -0.230, -0.057, 0.018, 0.115], "lumo_ev": 0.565, "relative_energy_kj_mol": 174.31, "total_charge": 0, "largest_force_ev_per_a": 1.369, "energy_ev": -9283.7198}



Please write out number 2 again, unchanged.
{"formula": "C3H2O3", "method": "the ωB97M-V functional and the def2-TZVPD basis", "species": ["C", "C", "O", "H", "H", "O", "C", "O"], "xyz": [[1.748, 0.470, -0.789], [0.852, -0.345, -0.345], [0.665, 0.806, 0.415], [2.606, 0.969, -1.076], [0.540, -1.394, -0.266], [-2.433, -0.080, -0.435], [-2.127, -0.136, 0.689], [-1.852, -0.290, 1.806]], "lowdin_charge": [0.118, -0.175, -0.106, 0.066, 0.127, 0.193, -0.429, 0.205], "lumo_ev": 0.709, "relative_energy_kj_mol": 342.62, "total_charge": 0, "largest_force_ev_per_a": 3.427, "energy_ev": -9281.9754}